No. 1
The following is a DFT calculation (ωB97M-V/def2-TZVPD) of a structure of composition H11O5 at a distorted geometry.

```
16
Properties=species:S:1:pos:R:3:forces:R:3:nbo_charge:R:1
O 0.046 1.831 0.401 0.466 2.277 1.230 -0.932
O -0.503 0.040 -1.070 1.063 -1.371 -0.313 -0.859
O 0.147 0.528 3.002 -0.721 1.069 -0.890 -0.958
O -2.492 -1.594 -1.676 0.173 0.665 -0.574 -0.968
O 2.758 -0.622 -0.694 0.895 -0.312 -0.131 -0.962
H -0.253 -0.102 3.569 -1.054 -0.770 0.917 0.485
H -2.960 -1.565 -2.530 0.239 -0.064 0.548 0.516
H -0.258 0.792 -0.334 -0.601 0.211 -0.691 0.541
H -0.268 1.712 1.300 -0.177 -0.856 0.812 0.530
H -1.359 -0.506 -1.199 0.465 0.264 0.231 0.567
H 3.709 -0.397 -0.652 -0.735 0.460 0.126 0.491
H 0.327 2.787 0.471 -0.198 -1.412 -1.130 0.541
H 2.858 -1.531 -0.997 -0.384 -0.235 -0.034 0.473
H 0.305 -0.538 -1.150 -0.937 0.608 -0.069 0.547
H 1.039 0.247 3.011 1.720 -0.187 -0.184 0.480
H -2.787 -2.365 -1.197 -0.215 -0.346 0.154 0.510
```
Forces are in eV/Å.

total charge = +1

***

No. 2
The following is a DFT calculation (ωB97M-V/def2-TZVPD) of a cluster of 6 separate species, H11O5S in total at a distorted geometry.

```
17
Properties=species:S:1:pos:R:3:forces:R:3:nbo_charge:R:1
S 0.292 1.325 0.333 0.305 0.066 0.058 -0.995
O 1.342 -1.734 -0.666 1.552 1.014 1.303 -0.957
O 3.526 2.327 0.238 -3.507 -0.180 0.606 -0.991
O -1.018 -0.882 2.297 -2.189 2.861 -2.955 -1.008
O -2.793 1.491 -1.032 -2.475 -1.849 -0.687 -0.985
O -1.763 -2.385 -1.607 0.400 0.423 1.345 -0.969
H 0.225 1.522 1.659 0.000 0.279 -0.042 0.112
H 3.191 2.112 -0.638 0.851 -0.084 -0.789 0.456
H 2.513 2.263 0.553 2.546 0.148 0.162 0.497
H 1.615 -1.126 -1.376 -0.259 -0.242 0.403 0.465
H 1.785 -1.289 0.140 -1.384 -0.819 -1.806 0.490
H -1.880 1.335 -0.793 0.638 -0.409 0.506 0.504
H -0.353 -1.270 2.773 2.754 -1.270 1.619 0.448
H -1.081 -1.731 -1.865 -0.473 -0.559 0.485 0.481
H -0.609 -0.145 1.680 -0.688 -1.875 1.214 0.499
H -3.293 0.595 -1.088 1.836 2.301 0.281 0.466
H -1.700 -2.409 -0.608 0.093 0.197 -1.704 0.487
```
Forces are in eV/Å.

total charge = -1

***

No. 3
The following is a DFT calculation (ωB97M-V/def2-TZVPD) of a cluster of 6 separate species, H11O5S in total at a distorted geometry.

```
17
Properties=species:S:1:pos:R:3:forces:R:3:nbo_charge:R:1
S -0.405 -0.325 -0.053 0.310 -0.109 0.161 -1.060
O -2.373 1.831 -1.048 -0.154 0.301 0.210 -0.965
O 1.467 4.003 2.189 -0.059 -0.348 -0.397 -0.946
O 3.122 -0.202 -0.065 0.670 0.198 -0.316 -0.973
O -3.597 -1.501 -0.757 0.661 0.798 -0.539 -0.974
O 2.079 -3.502 -0.085 -0.475 -0.147 -0.108 -0.940
H 0.727 3.857 1.586 -0.116 0.205 0.164 0.472
H 1.300 -3.606 0.474 0.132 -0.011 0.253 0.468
H 1.667 -3.138 -0.877 0.317 0.143 -0.109 0.471
H -3.509 -1.069 -1.623 -0.506 -0.330 0.078 0.460
H -2.780 -1.099 -0.391 -0.016 -0.545 0.485 0.498
H 2.261 -0.087 -0.484 -0.371 0.028 0.300 0.493
H 1.997 3.221 1.991 0.155 0.076 0.208 0.473
H -1.837 1.278 -0.452 -0.145 0.044 -0.386 0.494
H -1.713 2.359 -1.505 0.051 -0.111 -0.033 0.458
H 2.949 -0.426 0.851 -0.361 -0.101 0.011 0.470
H 0.502 -1.298 -0.191 -0.091 -0.092 0.018 0.098
```
Forces are in eV/Å.

total charge = -1

***

No. 4
The following is a DFT calculation (ωB97M-V/def2-TZVPD) of a cluster of 6 separate species, H11O6 in total at a distorted geometry.

```
17
Properties=species:S:1:pos:R:3:forces:R:3:nbo_charge:R:1
O -0.396 1.223 1.764 0.270 0.375 0.727 -1.028
O -2.916 0.083 -1.178 -0.303 -0.076 0.732 -1.017
O 1.696 -3.984 -2.712 -3.891 -1.530 -1.358 -0.954
O 2.094 -1.270 -0.747 -0.894 1.903 0.733 -0.993
O 0.270 3.428 3.473 -0.866 -0.815 -1.258 -0.969
O -0.453 0.323 -0.594 1.872 0.037 -0.524 -1.279
H -3.015 -0.605 -1.828 0.053 -0.358 -0.292 0.438
H 1.906 -3.489 -1.950 0.398 1.311 1.532 0.487
H 1.353 -0.616 -0.508 -0.685 -1.640 -0.625 0.516
H 0.648 -4.067 -2.658 3.510 0.387 -0.144 0.466
H 0.177 0.867 -1.147 -1.559 -0.718 0.958 0.437
H -1.986 -0.038 -0.794 -0.093 0.715 -0.943 0.520
H 2.745 -0.609 -0.495 1.126 -0.472 -0.124 0.448
H -1.061 1.211 2.444 -0.574 -0.446 0.166 0.444
H 0.001 2.776 2.762 1.130 -0.059 0.677 0.502
H -0.677 0.693 0.956 0.590 0.532 -0.677 0.535
H -0.386 4.074 3.214 -0.085 0.854 0.420 0.447
```
Forces are in eV/Å.

total charge = -1

***

No. 5
The following is a DFT calculation (ωB97M-V/def2-TZVPD) of a cluster of 6 separate species, H11O6 in total at a distorted geometry.

```
17
Properties=species:S:1:pos:R:3:forces:R:3:mulliken_spin:R:1
O 1.212 0.122 -1.517 0.214 -1.586 0.124 0.953
O -1.692 -0.182 -1.467 3.021 1.268 -1.028 0.049
O 1.533 1.146 0.961 -0.158 -1.213 -1.294 0.025
O 0.105 -1.432 3.430 0.269 1.272 2.370 0.000
O 0.221 0.513 -4.006 0.606 3.685 1.824 0.035
O -2.426 -0.140 2.618 1.165 0.380 -2.092 0.000
H 2.471 1.318 0.870 0.345 0.305 0.284 -0.001
H -1.729 0.385 -2.310 0.083 -1.299 1.712 -0.002
H 1.388 -0.866 -1.500 -0.059 1.024 -0.157 -0.025
H 0.585 0.357 -3.098 -0.155 -0.616 -1.138 -0.007
H 0.132 -1.833 2.590 0.742 -0.421 -1.471 0.000
H 1.372 0.573 0.152 -0.122 1.164 1.499 -0.006
H 0.888 -0.866 3.645 -1.001 -0.917 -0.957 0.000
H 0.311 1.550 -3.873 -0.527 -2.830 -1.224 -0.001
H -2.022 0.110 1.725 -1.144 -0.329 1.742 0.000
H -0.673 -0.145 -1.228 -3.205 0.056 -0.572 -0.019
H -1.675 -0.610 3.009 -0.073 0.056 0.378 0.000
```
Forces are in eV/Å.

total charge = 0
multiplicity = 2

***

No. 6
The following is a DFT calculation (ωB97M-V/def2-TZVPD) of a structure of composition H12MgO10S at a distorted geometry.

```
24
Properties=species:S:1:pos:R:3:forces:R:3:nbo_charge:R:1
S 2.231 -0.286 -0.981 4.531 -0.902 -2.437 2.584
Mg -0.520 0.318 0.335 0.844 0.605 -0.428 1.792
O -1.667 -1.284 0.197 -0.790 -0.845 -0.231 -1.042
O -1.370 1.022 -1.437 -0.588 0.673 -0.196 -0.988
O -1.836 1.481 1.362 -0.962 0.358 0.321 -0.985
O 2.327 0.940 -1.780 -1.311 1.305 0.797 -1.084
O 0.132 -3.019 -1.206 -0.843 0.080 0.574 -1.009
O 0.316 -0.213 2.060 -0.207 -0.227 1.469 -0.985
O 2.987 -0.211 0.281 -0.311 0.171 0.030 -1.080
O 0.819 -0.580 -0.555 -1.696 -0.795 -0.505 -1.262
O 0.721 2.024 0.451 -0.724 0.995 0.357 -0.995
O 2.685 -1.357 -1.906 -0.910 -0.010 1.741 -1.053
H -2.796 1.383 1.370 0.044 -0.079 -0.063 0.503
H -1.611 0.562 -2.250 0.349 -0.260 0.089 0.518
H -1.183 1.927 -1.712 0.088 -0.083 -0.098 0.498
H -1.670 2.331 1.784 0.282 -0.054 -0.063 0.512
H -2.617 -1.423 0.132 0.023 0.036 0.097 0.497
H 1.291 2.415 1.121 0.295 -0.320 -0.105 0.508
H 0.730 -3.711 -0.908 0.022 -0.004 -0.093 0.483
H 0.947 0.223 2.640 0.313 -0.045 -0.350 0.512
H 0.752 2.645 -0.288 0.530 -0.383 -0.263 0.511
H 0.070 -1.020 2.525 0.064 -0.088 -0.190 0.506
H 0.526 -2.182 -0.860 0.546 0.026 -0.628 0.508
H -1.267 -1.985 -0.377 0.411 -0.154 0.177 0.551
```
Forces are in eV/Å.

total charge = 0

***

No. 7
The following is a DFT calculation (ωB97M-V/def2-TZVPD) of a cluster of 5 separate species, H12NO4 in total at a distorted geometry.

```
17
Properties=species:S:1:pos:R:3:forces:R:3:nbo_charge:R:1
O -1.592 1.638 2.262 3.232 -2.488 -2.946 -0.948
O 2.278 -0.785 1.570 -0.657 -2.295 -1.645 -1.031
O 0.796 -2.609 -0.792 0.040 -0.168 2.230 -0.967
O -1.263 0.994 -3.022 -0.527 0.923 0.553 -0.976
N -0.020 0.654 -0.174 3.093 -2.418 1.647 -0.872
H -1.787 2.318 2.801 -0.766 3.886 2.975 0.484
H 2.540 -1.776 1.310 0.096 3.839 1.636 0.520
H -0.109 -0.381 -0.171 -0.685 0.599 -0.119 0.462
H 1.125 -3.479 -1.090 -0.268 0.535 0.243 0.500
H -1.479 0.576 -3.857 0.101 -0.267 -0.197 0.498
H -2.382 1.182 2.164 -2.392 -1.515 -0.272 0.477
H -0.460 1.101 0.604 -0.807 0.348 1.183 0.463
H 0.736 -2.670 0.219 0.112 -0.262 -2.265 0.470
H -1.877 1.756 -2.987 0.481 -0.558 -0.087 0.484
H 2.783 -0.248 2.201 0.461 -1.366 -0.195 0.514
H -0.310 1.032 -1.022 -0.566 0.733 -2.381 0.456
H 1.022 0.696 -0.014 -0.948 0.476 -0.360 0.467
```
Forces are in eV/Å.

total charge = +1

***

No. 8
The following is a DFT calculation (ωB97M-V/def2-TZVPD) of a cluster of 6 separate species, H12O5S2 in total at a distorted geometry.

```
19
Properties=species:S:1:pos:R:3:forces:R:3:nbo_charge:R:1
S -0.444 -2.040 -3.081 1.466 -0.029 -0.847 -0.154
S -2.097 -1.169 -2.314 -0.737 -0.091 1.100 -0.104
O 0.647 -0.851 1.094 -0.112 -0.138 -0.514 -0.971
O 1.500 1.811 0.661 0.168 0.000 0.604 -0.979
O -1.407 1.880 0.103 0.322 -0.150 -0.180 -0.962
O 2.712 -0.263 -0.854 1.369 1.651 -0.290 -0.983
O -1.986 -0.370 1.793 0.888 0.139 -0.274 -1.011
H 1.498 0.882 0.958 -0.039 0.448 -0.020 0.492
H -0.519 1.693 -0.232 0.117 -0.193 0.001 0.493
H 2.211 2.218 1.179 -0.292 -0.093 -0.372 0.477
H 0.154 -2.816 -2.149 -0.765 -0.010 0.232 0.133
H 2.018 -0.689 -0.373 -0.196 -1.334 -0.315 0.489
H -1.271 2.800 0.337 -0.305 0.371 0.299 0.482
H -2.882 -0.359 2.134 -0.017 0.458 -0.113 0.486
H -1.654 -0.732 -1.109 -0.031 0.138 -0.421 0.124
H -1.681 0.523 1.489 -0.931 -0.574 0.288 0.514
H 0.109 -0.662 0.313 0.002 -0.013 0.038 0.467
H -0.026 -1.208 1.687 -0.021 0.080 0.300 0.517
H 3.119 -0.648 -1.637 -0.885 -0.662 0.484 0.489
```
Forces are in eV/Å.

total charge = 0
SMILES string = SS.O.O.O.O.O

***

No. 9
The following is a DFT calculation (ωB97M-V/def2-TZVPD) of a cluster of 6 separate species, H12O6 in total.

```
18
Properties=species:S:1:pos:R:3:forces:R:3:nbo_charge:R:1
O -0.038 -2.081 4.086 -0.034 0.162 -0.135 -0.951
O -1.208 0.108 2.574 -0.461 0.215 0.010 -0.972
O 2.315 2.279 -1.926 -0.349 -0.204 -0.018 -0.962
O -0.434 -0.153 -0.144 0.107 -0.109 0.133 -0.982
O 1.857 -0.505 -2.296 -0.396 -0.056 -0.069 -0.946
O -1.700 0.126 -2.748 0.004 0.120 0.269 -0.954
H 1.481 -0.405 -3.180 0.150 -0.161 0.051 0.473
H 1.998 1.371 -2.098 0.300 0.317 0.212 0.483
H -0.954 -0.234 -3.233 -0.051 -0.033 -0.017 0.452
H 1.520 2.821 -1.885 0.097 -0.016 -0.052 0.461
H -0.370 -1.486 3.395 0.019 -0.234 0.266 0.482
H -1.408 0.151 -1.819 -0.002 -0.093 -0.277 0.493
H 0.407 0.300 0.002 -0.150 0.058 0.046 0.489
H 1.175 -0.967 -1.785 0.120 0.063 -0.072 0.489
H -0.625 -1.944 4.836 0.024 -0.055 -0.061 0.462
H -1.234 0.659 3.367 0.154 -0.027 -0.103 0.498
H -0.755 -0.362 0.749 0.424 0.075 -0.393 0.496
H -2.028 0.324 2.106 0.045 -0.021 0.212 0.489
```
Forces are in eV/Å.

total charge = 0
SMILES string = O.O.O.O.O.O

***

No. 10
The following is a DFT calculation (ωB97M-V/def2-TZVPD) of a cluster of 6 separate species, H12O6 in total.

```
18
Properties=species:S:1:pos:R:3:forces:R:3:nbo_charge:R:1
O 0.970 2.732 -1.038 0.132 -0.118 -0.113 -0.948
O -1.264 0.426 0.965 0.484 -0.071 0.028 -0.965
O 1.517 -0.296 0.992 0.373 -0.060 0.280 -0.972
O -1.669 -3.139 -0.047 0.176 -0.168 0.147 -0.947
O 0.828 -1.932 -1.223 0.068 -0.307 0.102 -0.960
O -1.742 3.207 0.272 0.121 0.017 -0.013 -0.952
H 1.112 -2.852 -1.179 0.223 0.176 -0.128 0.459
H 2.475 -0.164 0.998 -0.173 0.106 -0.031 0.493
H 0.880 1.780 -1.171 -0.013 0.109 -0.034 0.474
H -1.339 2.327 0.299 -0.437 0.212 0.049 0.479
H -1.598 -3.863 0.586 -0.080 0.066 -0.090 0.464
H -1.428 -0.525 0.895 -0.041 0.137 -0.224 0.492
H 1.268 -0.374 1.924 -0.021 0.002 -0.181 0.498
H 1.144 -1.531 -0.395 -0.173 -0.016 -0.078 0.493
H -0.328 0.541 0.731 -0.381 -0.289 0.121 0.474
H -0.864 -3.193 -0.583 -0.249 0.331 0.080 0.478
H -1.054 3.767 -0.101 0.028 -0.090 -0.006 0.467
H 1.094 3.089 -1.925 -0.036 -0.038 0.091 0.475
```
Forces are in eV/Å.

total charge = 0
SMILES string = O.O.O.O.O.O

***

No. 11
The following is a DFT calculation (ωB97M-V/def2-TZVPD) of a cluster of 6 separate species, H12O6 in total.

```
18
Properties=species:S:1:pos:R:3:forces:R:3:nbo_charge:R:1
O -2.480 2.133 -0.785 0.080 -0.290 0.154 -0.898
O 2.296 -1.453 -0.929 0.021 -0.283 -0.128 -0.937
O 4.781 0.717 1.042 0.064 0.188 0.064 -0.936
O 0.517 0.233 0.470 0.043 0.593 0.552 -0.913
O -4.103 -1.041 1.520 0.215 0.139 0.013 -0.931
O -1.107 -0.566 -1.438 -0.463 -0.196 -0.308 -0.929
H -0.225 -0.228 -1.631 0.079 -0.104 0.216 0.488
H -1.674 1.706 -0.471 -0.031 0.669 0.016 0.435
H -3.189 1.602 -0.404 -0.204 0.157 0.006 0.472
H 0.368 -0.639 0.853 0.125 -0.056 -0.263 0.481
H -1.550 0.171 -1.001 -0.077 -0.395 -0.665 0.431
H 4.200 1.219 1.624 -0.023 -0.112 -0.075 0.469
H 2.944 -2.054 -0.545 0.042 0.138 0.000 0.472
H -0.351 0.650 0.492 0.335 -0.134 0.405 0.431
H -3.670 -1.272 2.349 -0.098 -0.004 -0.030 0.470
H 5.244 1.392 0.534 -0.039 -0.116 0.008 0.467
H 2.042 -1.879 -1.755 0.011 0.000 0.055 0.466
H -3.373 -0.853 0.919 -0.081 -0.195 -0.018 0.461
```
Forces are in eV/Å.

total charge = 0
SMILES string = O.O.O.O.O.O

***

No. 12
The following is a DFT calculation (ωB97M-V/def2-TZVPD) of a cluster of 6 separate species, H12O6 in total at a distorted geometry.

```
18
Properties=species:S:1:pos:R:3:forces:R:3:nbo_charge:R:1
O 0.478 0.590 0.246 -0.617 0.532 -0.475 -0.984
O 1.478 -1.727 -0.803 -1.657 1.540 -1.245 -0.952
O -0.509 -0.169 2.866 0.733 0.984 2.715 -0.943
O -2.262 -0.991 0.252 0.482 -0.675 1.467 -0.937
O 3.029 1.024 -0.331 2.619 0.501 -0.428 -0.962
O -1.332 0.925 -1.791 2.468 0.522 -0.555 -0.949
H 1.947 -1.830 -0.018 1.876 -1.291 2.065 0.459
H 2.198 0.627 -0.183 -1.479 0.120 0.240 0.478
H -1.895 0.368 -2.290 -1.247 -0.809 -0.710 0.477
H -0.166 1.007 -0.350 -0.043 -0.361 0.095 0.504
H 1.111 -0.855 -0.514 -0.371 -0.826 -0.897 0.470
H 0.166 0.858 1.105 0.195 0.145 0.924 0.504
H -1.831 -1.540 -0.387 0.695 -0.694 -0.380 0.475
H -0.462 0.738 -2.246 -1.166 0.466 0.622 0.484
H -1.361 -0.125 3.305 -0.054 0.027 0.161 0.475
H 2.937 1.945 -0.586 -0.395 -0.187 0.132 0.464
H -2.804 -0.448 -0.274 -1.132 1.261 -0.748 0.464
H -0.716 -0.397 2.007 -0.908 -1.252 -2.983 0.473
```
Forces are in eV/Å.

total charge = 0
SMILES string = O.O.O.O.O.O

***

No. 13
The following is a DFT calculation (ωB97M-V/def2-TZVPD) of a cluster of 6 separate species, H12O6 in total at a distorted geometry.

```
18
Properties=species:S:1:pos:R:3:forces:R:3:nbo_charge:R:1
O 11.206 -6.025 3.943 -0.025 0.847 1.179 -0.951
O 6.184 -4.894 -2.207 -0.243 -1.182 -3.370 -0.916
O -9.380 5.832 -6.930 0.507 -1.800 -2.699 -0.921
O -4.478 8.467 7.077 -0.237 -1.157 0.242 -0.950
O -2.164 -2.233 0.451 0.690 0.115 -0.482 -0.950
O -1.171 -0.812 -2.454 0.257 0.337 0.067 -0.946
H 5.987 -4.157 -2.805 -0.027 0.930 0.974 0.458
H -1.757 -0.626 -1.714 -0.093 -0.135 0.070 0.477
H -8.854 6.501 -7.375 0.132 0.823 0.498 0.460
H -4.181 9.188 7.640 -0.039 -0.371 0.258 0.474
H -1.542 -1.578 -2.888 -0.175 -0.258 -0.058 0.469
H 6.179 -5.509 -3.024 0.268 0.252 2.398 0.457
H -1.210 -2.128 0.615 -0.649 -0.084 0.014 0.478
H -9.298 5.169 -7.708 -0.640 0.976 2.201 0.461
H -4.575 7.635 7.609 0.277 1.528 -0.500 0.476
H 10.784 -6.824 3.625 -0.281 -0.076 0.365 0.474
H 10.866 -5.783 4.845 0.307 -0.769 -1.544 0.477
H -2.597 -2.223 1.301 -0.029 0.024 0.387 0.473
```
Forces are in eV/Å.

total charge = 0
SMILES string = O.O.O.O.O.O

***

The evaluated calculated total energy for the records listed, in turn: -10409.5423, -21252.8035, -21253.1031, -12464.4988, -12459.8225, -36952.9071, -9868.4392, -32102.3607, -12479.8503, -12479.8183, -12478.7820, -12479.2713, -12478.7776 eV.